Below is a structure of composition C26H38N3O2S2Tc, with properties calculated with wB97M-V/def2-TZVPD.

Each line ends with the Löwdin charge.
Geometry (Å):
Tc  0.90363  0.11262  2.55002  0.8239
C  1.52633  3.56142  3.90512  0.0017
C  1.25153  2.12322  4.14682  -0.2875
C  2.30923  1.23372  4.41342  -0.0094
C  2.07833  -0.07258  4.89432  -0.2726
C  3.20343  -0.90218  5.40032  0.0021
C  0.74183  -0.51048  4.99692  -0.0536
C  -0.34667  0.35432  4.73022  -0.3299
C  -1.74217  -0.07398  5.02112  -0.0215
C  -0.07157  1.64552  4.26152  -0.0555
H  1.50533  4.06782  4.87412  0.1281
H  0.77113  4.03762  3.28362  0.1013
H  2.51423  3.72592  3.48172  0.1047
H  3.32203  1.61542  4.41062  0.1508
H  3.22383  -0.82248  6.49142  0.1262
H  4.16453  -0.55368  5.02972  0.1012
H  3.08453  -1.95738  5.16312  0.1052
H  0.54083  -1.48148  5.43392  0.1531
H  -1.92647  0.03002  6.09262  0.1256
H  -1.90937  -1.12138  4.77312  0.0727
H  -2.47427  0.54092  4.50172  0.1046
H  -0.88877  2.34472  4.13632  0.1521
C  -1.98077  -1.06458  -5.32038  -0.0968
C  -3.00457  -0.30818  -4.50838  -0.2451
C  -2.45917  0.48892  -3.32028  -0.1713
C  -2.03697  -0.44678  -2.17148  -0.1610
N  -1.62517  0.22812  -0.94678  0.0468
C  -0.44447  0.78612  -0.72948  -0.6592
S  -0.15197  1.46642  0.87622  0.7630
N  0.45083  0.90872  -1.67988  0.0681
C  1.73893  1.57782  -1.62838  -0.1907
C  2.07823  2.14192  -3.00918  -0.1755
C  1.22713  3.35172  -3.40058  -0.2533
C  1.60173  4.60982  -2.64378  -0.0924
H  -2.36917  -1.29498  -6.31258  0.0922
H  -1.76677  -2.05048  -4.88688  0.0384
H  -1.04557  -0.52238  -5.42548  0.0735
H  -3.79017  -0.98978  -4.17358  0.1165
H  -3.51297  0.39982  -5.17878  0.1233
H  -3.23797  1.15942  -2.95408  0.1239
H  -1.62037  1.10342  -3.65458  0.1003
H  -1.22567  -1.10098  -2.49838  0.1106
H  -2.88507  -1.08068  -1.91528  0.1360
H  -2.31117  0.30812  -0.20658  0.1469
H  0.21473  0.55182  -2.60078  0.1462
H  2.50433  0.86062  -1.31608  0.1123
H  1.68583  2.37602  -0.88718  0.0893
H  1.96673  1.34732  -3.75068  0.1195
H  3.12903  2.43202  -3.00348  0.1282
H  0.16193  3.13182  -3.26648  0.0986
H  1.36353  3.54242  -4.46878  0.1232
H  1.48313  4.48782  -1.56578  0.0620
H  0.99243  5.44642  -2.97298  0.0865
H  2.64883  4.86532  -2.81788  0.0891
O  -1.96667  -5.81788  -2.88248  0.2141
C  -1.80977  -4.52558  -2.84458  -0.4829
O  -1.92037  -3.81938  -3.81558  0.1607
C  -1.47447  -3.87068  -1.52188  -0.0811
C  -2.42787  -3.76748  -0.51358  0.0331
C  -2.11817  -3.08968  0.64882  -0.0602
C  -0.86307  -2.49868  0.80172  -0.5903
S  -0.52297  -1.75368  2.34522  0.8862
C  0.08753  -2.58848  -0.21438  -0.0765
C  -0.22237  -3.27188  -1.37438  0.0198
H  -1.84547  -6.30688  -2.05328  0.1562
H  -3.41077  -4.19718  -0.62958  0.1495
H  -2.84687  -3.00878  1.43822  0.1236
H  1.06353  -2.14658  -0.06728  0.0876
H  0.52193  -3.37198  -2.15188  0.1488
N  3.42673  -0.86268  0.98482  0.2334
C  2.44303  -0.53708  1.51762  -0.2268
H  4.32503  -1.17638  0.67942  0.1328

## Properties
<S²>: 1.1058
Highest occupied orbital energy (spin up / spin down) (eV): -17.4 / -17.4
DFT total energy (Eh): -2204.480804
Multiplicity: 2
ΔE to the lowest compared entry with this formula, charge and spin (kJ/mol): 97.4
Gap between HOMO and LUMO (spin up / spin down) (eV): 5.7775 / 5.2358
Net charge: +3